No. 1
117
Properties=species:S:1:pos:R:3:forces:R:3 method="wB97M-V/def2-TZVPD" lumo_ha="-0.15482 / -0.13216" molar_mass_g_mol=924.8 charge=+1 spin_multiplicity=5
Cr -2.468 2.613 -30.038 3.5467 -0.3027 0.9248
C 1.587 2.967 -29.483 0.3395 -1.2242 -0.8713
C 0.830 1.624 -29.389 0.7353 0.3953 0.3175
C 1.330 0.933 -28.080 -1.7758 -0.5667 0.2589
O -0.560 1.694 -29.666 -2.2773 0.4827 0.1294
H 1.158 3.799 -28.925 0.1839 -0.1017 -0.0208
H 1.779 3.160 -30.539 -0.7606 0.6919 -0.2770
H 2.603 2.701 -29.193 -0.0343 0.5737 0.6797
H 1.284 1.011 -30.167 -0.0884 -0.1879 -0.3780
H 2.410 0.965 -27.942 -0.2203 0.3511 -0.1553
H 1.065 -0.121 -27.994 0.0811 -0.2336 -0.6450
H 0.803 1.285 -27.193 0.2403 0.7744 0.1944
C -1.354 2.167 -34.251 -2.7934 -0.9754 -0.7461
O -0.467 3.044 -33.696 2.2256 0.6700 0.5485
C -0.651 3.768 -32.612 1.1755 0.8135 -2.3033
O -1.610 3.751 -31.892 -2.0384 -0.7700 2.1902
O 0.304 4.671 -32.600 0.9460 -0.3576 -0.3090
C 0.336 5.671 -31.588 -1.9912 -0.2439 0.8268
H -1.100 1.108 -34.217 0.5223 0.1933 0.4559
H -1.527 2.404 -35.300 0.5028 0.2312 -0.0599
H -2.343 2.304 -33.813 -0.1012 -0.2141 0.2986
H -0.684 6.053 -31.539 -0.0437 0.5671 -0.0847
H 1.014 6.492 -31.821 0.2195 -0.6522 -0.0991
H 0.428 5.177 -30.620 0.8255 0.2404 0.0224
C 3.143 0.390 -32.791 -1.7374 0.2318 1.0848
O 4.529 0.553 -32.899 2.0932 -0.8737 -0.8482
C 5.248 -0.564 -33.183 -0.3832 -3.5070 0.2617
O 4.802 -1.667 -33.529 0.1510 2.7389 0.5241
O 6.553 -0.415 -32.913 -0.3486 1.9671 0.6991
C 7.438 -1.487 -32.678 0.9563 -2.1069 -1.2946
H 2.836 1.162 -32.085 0.0712 0.1211 0.1475
H 2.868 -0.546 -32.306 0.1766 -0.0470 -0.4345
H 2.518 0.590 -33.663 0.6905 -0.2918 -0.5869
H 7.855 -1.686 -31.691 -0.9305 0.9679 0.6190
H 8.344 -1.398 -33.278 -0.1559 0.7863 -0.3033
H 7.071 -2.453 -33.023 -0.6911 0.1687 0.0455
C 4.074 -3.766 -31.099 -0.5313 -0.2177 1.1495
O 4.776 -2.928 -30.125 -0.3300 2.1933 -0.5099
C 4.292 -1.638 -29.864 -0.2681 -1.3300 -0.7754
O 3.214 -1.196 -30.225 1.3657 -0.5493 0.6217
O 5.229 -1.011 -29.148 -0.8347 -1.0702 -0.4451
C 4.988 0.260 -28.557 0.7474 0.5383 0.4811
H 4.556 -4.736 -30.978 -0.1494 0.0751 0.0871
H 4.085 -3.524 -32.162 0.4646 0.8623 0.2930
H 3.041 -3.802 -30.754 -0.0933 -0.2690 -0.2186
H 4.368 0.962 -29.114 0.2020 -0.3360 -0.4564
H 6.020 0.591 -28.441 -0.2687 0.6526 -0.0713
H 4.579 0.214 -27.548 -0.2219 -0.5770 -0.0350
C -1.583 -5.762 -27.720 0.8058 -1.9892 0.2885
O -1.988 -4.612 -28.399 -2.1582 0.1717 -0.6479
C -1.133 -3.738 -28.827 2.4076 3.2134 1.5426
O 0.056 -3.715 -28.469 -2.4113 0.0703 -1.6855
O -1.812 -2.675 -29.473 0.0366 -2.2015 1.1044
C -1.121 -1.426 -29.646 0.9676 -0.9015 0.4415
H -1.162 -5.647 -26.721 0.4065 0.8343 -0.2602
H -0.915 -6.338 -28.361 0.3589 0.1408 0.2062
H -2.404 -6.451 -27.522 -0.6259 0.6169 -0.5158
H -1.789 -0.624 -29.960 -0.2162 -0.6056 -0.4104
H -0.326 -1.672 -30.350 0.1387 0.8671 -0.0711
H -0.710 -1.073 -28.701 0.1796 -0.2449 -0.0178
C 2.374 1.468 -24.557 0.2113 -0.0423 -1.1714
O 1.296 2.391 -24.285 0.0142 -0.0148 1.0113
C 1.563 3.530 -23.620 -0.6357 0.6750 -1.4159
O 2.664 3.963 -23.362 -1.5095 -0.2219 0.3052
O 0.310 4.165 -23.515 1.7189 -1.0312 0.0063
C 0.238 5.481 -22.994 0.1865 1.0626 -0.2652
H 3.246 1.568 -23.912 -0.3659 0.1004 0.1478
H 2.653 1.610 -25.601 0.3937 0.5456 0.0053
H 2.016 0.442 -24.645 -0.4164 0.1783 0.9484
H 0.255 5.524 -21.905 0.1370 -0.1678 -0.1045
H -0.668 5.965 -23.359 -0.5013 -0.6700 0.1864
H 0.967 6.163 -23.430 0.7266 -0.4028 0.2580
C -0.351 5.878 -26.911 1.5995 -1.4094 0.4374
O -1.178 6.519 -27.819 -2.8492 -0.5268 -3.2653
C -2.016 5.788 -28.702 0.1406 0.0413 1.4095
O -2.003 4.561 -28.957 0.3036 2.9141 0.7208
O -2.919 6.672 -29.150 0.4044 -0.7856 0.4450
C -3.959 6.238 -30.051 0.2800 -0.0111 -1.2524
H -0.881 5.679 -25.979 -0.0044 -0.4240 -0.1498
H 0.540 6.451 -26.659 -0.4300 0.8204 -0.2001
H 0.132 5.031 -27.398 -0.4726 -0.6605 0.4343
H -4.648 7.045 -30.299 0.3163 0.3792 0.8287
H -4.571 5.394 -29.734 0.4412 -0.0813 0.4573
H -3.496 6.049 -31.020 0.1131 -0.5085 0.0294
C -4.936 -0.438 -28.274 -0.8918 -0.0689 -2.0270
O -4.186 0.077 -27.217 1.6023 1.8083 1.1531
C -3.610 1.304 -27.373 1.0193 -2.0600 2.2063
O -3.885 2.015 -28.326 1.0572 0.8772 -0.8810
O -2.733 1.510 -26.339 -2.2484 -0.8699 -1.9061
C -1.891 2.681 -26.174 -0.1328 -0.2588 -1.0987
H -5.645 0.288 -28.672 -0.2553 0.0397 0.4020
H -5.453 -1.365 -28.023 0.1776 0.3288 0.6798
H -4.333 -0.693 -29.145 0.5743 -0.0334 0.1371
H -1.168 2.698 -26.990 0.1633 -0.1124 0.0206
H -1.384 2.496 -25.227 -0.2313 0.4203 -0.0717
H -2.480 3.594 -26.270 -0.0570 -0.0586 0.5411
C 4.452 4.141 -31.928 0.0371 -0.9034 -0.5516
N 4.304 5.037 -33.089 0.3136 0.7822 0.0027
O 4.668 6.184 -32.880 -0.4375 -0.1119 -0.6020
O 3.895 4.585 -34.143 0.0182 0.3262 0.5387
H 4.626 3.174 -32.401 0.2474 -0.1583 0.5075
H 3.507 4.088 -31.386 0.1559 0.2896 0.0395
H 5.290 4.532 -31.350 -0.3206 -0.2830 0.0702
C 2.801 -3.293 -27.367 -0.2377 0.8694 -0.5980
N 2.970 -2.517 -26.117 0.8980 1.5124 0.7526
O 2.523 -1.334 -26.097 0.9043 -2.5843 0.2429
O 3.597 -3.061 -25.211 -1.1530 1.0356 -0.9410
H 3.764 -3.638 -27.744 -0.0148 -0.5241 0.7477
H 2.487 -2.578 -28.127 -0.6295 -0.1979 0.2366
H 2.038 -4.035 -27.132 0.3359 -0.1053 -0.4394
C 4.876 4.524 -25.762 0.1376 -0.2850 1.7379
N 3.810 3.946 -26.597 0.7238 1.6386 -0.6789
O 2.740 4.516 -26.604 -0.5074 -0.4869 0.0397
O 4.167 3.073 -27.354 -0.4281 -0.7494 -0.1186
H 4.444 4.948 -24.856 -0.2551 -0.0207 -0.2251
H 5.403 5.319 -26.289 -0.0346 -0.4401 -0.3167
H 5.480 3.671 -25.451 0.3837 0.3708 -0.3135

No. 2
98
Properties=species:S:1:pos:R:3:forces:R:3 method="wB97M-V/def2-TZVPD" lumo_ha=0.01193 smiles="CNC(C)=O.CNC(C)=O.CNC(C)=O.CNC(C)=O.CC(C)=O.CC(C)=O.CC(C)=O.CC(C)=O.CC(C)=O" molar_mass_g_mol=582.8 spin_multiplicity=1
C -3.309 4.668 0.640 -0.3741 -0.9902 -0.7031
N -2.518 4.497 1.827 0.7621 0.7510 0.0414
C -2.926 4.070 3.030 -1.0569 0.2244 0.7307
C -1.877 4.117 4.118 0.8214 0.1873 -0.0750
O -4.082 3.732 3.274 0.2088 -0.2713 -0.1912
H -3.066 5.583 0.103 0.0918 0.1125 0.2521
H -4.383 4.614 0.805 0.0812 0.1921 0.4718
H -3.095 3.832 -0.037 -0.0216 0.1506 -0.1744
H -1.584 4.882 1.770 -0.0611 -0.2328 -0.0102
H -1.845 3.214 4.718 -0.1981 -0.2642 -0.1588
H -2.028 4.933 4.828 -0.3977 0.1080 -0.2142
H -0.886 4.273 3.687 0.0471 -0.1199 0.0442
C -1.175 1.607 0.197 -1.1421 0.2221 -0.9066
N -0.607 0.287 -0.018 0.4104 0.2265 0.8645
C 0.582 0.045 -0.598 -0.2159 0.8047 0.2868
C 1.063 -1.387 -0.542 -0.2631 0.0503 -0.5010
O 1.205 0.946 -1.156 0.2973 -0.4114 -0.0646
H -0.875 2.235 1.035 0.4246 -0.7293 0.4243
H -2.243 1.393 0.286 -0.0992 0.3878 0.2639
H -1.101 2.270 -0.666 0.2285 -0.4389 -0.3393
H -1.041 -0.445 0.537 0.0957 0.0059 -0.2576
H 0.247 -2.082 -0.347 0.0011 -0.0242 0.0624
H 1.836 -1.530 0.211 0.0578 0.1682 -0.0091
H 1.472 -1.583 -1.532 0.1926 -0.1940 0.0873
C 3.856 2.021 -2.253 0.0601 0.3873 0.3990
N 4.563 3.086 -2.942 -0.0985 -0.3171 0.7396
C 4.865 3.088 -4.245 0.0577 0.1737 -1.1214
C 5.641 4.296 -4.736 0.3576 0.3060 0.8807
O 4.516 2.221 -5.036 0.0407 -0.0109 0.4408
H 3.389 2.501 -1.393 -0.2859 -0.2859 -0.0476
H 4.532 1.266 -1.847 0.0347 -0.1148 -0.2687
H 3.099 1.563 -2.879 0.0323 0.0381 -0.0163
H 4.908 3.817 -2.348 0.1463 0.1478 -0.2368
H 4.979 4.972 -5.274 0.1165 -0.2698 -0.4562
H 6.508 3.951 -5.294 -0.3025 0.0776 -0.4725
H 6.053 4.900 -3.921 -0.1084 -0.1300 0.1481
C -2.682 -3.876 -0.461 0.3802 -0.4782 -0.4862
N -3.572 -2.750 -0.277 -0.7394 -0.1493 0.2912
C -3.393 -1.797 0.650 1.7369 1.6595 -0.1976
C -4.500 -0.813 0.928 -0.9820 -1.0551 0.5124
O -2.278 -1.591 1.143 -0.4302 -0.8711 0.3596
H -2.153 -3.825 -1.414 0.0067 0.0765 0.0337
H -3.236 -4.816 -0.446 -0.1616 0.0976 -0.0179
H -1.924 -3.956 0.313 -0.1325 0.4153 0.1178
H -4.451 -2.744 -0.768 -0.0628 -0.2246 0.1388
H -5.398 -1.415 1.111 -0.3038 0.3421 -0.5384
H -4.632 -0.094 0.122 -0.0887 -0.1026 -0.0812
H -4.386 -0.288 1.873 0.6467 0.1040 -0.1474
C 1.525 -7.027 -1.673 0.9386 -0.9426 -0.2514
C 1.109 -5.587 -1.720 -0.1121 0.1670 1.1038
C 1.985 -4.694 -2.566 -0.7253 -0.2029 -0.2491
O 0.166 -5.193 -1.068 -0.0085 0.1976 -0.3334
H 1.015 -7.607 -2.447 0.0260 0.1543 -0.1381
H 1.391 -7.591 -0.750 -0.5897 0.5897 0.2514
H 2.601 -7.107 -1.852 -0.0657 0.0224 -0.3620
H 1.877 -5.089 -3.580 0.5087 0.0280 -0.0829
H 3.013 -4.763 -2.215 0.0814 -0.0291 -0.2188
H 1.647 -3.663 -2.590 -0.0708 0.0141 0.2594
C 1.636 3.411 1.067 0.0953 0.2863 0.6082
C 0.778 4.383 0.300 0.3941 -0.1398 -0.7238
C 0.833 4.344 -1.212 -0.1097 0.3009 0.3091
O 0.057 5.191 0.852 0.1711 -0.0881 0.1957
H 1.337 3.497 2.110 0.2547 -0.1708 0.0801
H 2.693 3.676 0.956 -0.0442 0.3431 0.0249
H 1.615 2.366 0.763 -0.5102 0.1425 -0.3105
H 1.266 5.257 -1.628 0.2373 0.0399 0.2766
H -0.210 4.398 -1.530 0.0688 -0.4748 -0.2989
H 1.391 3.477 -1.555 -0.3681 -0.0848 -0.2569
C 2.328 -4.665 1.580 -0.7050 0.8732 0.7864
C 2.203 -4.506 3.084 0.2616 -0.9647 -0.1460
C 3.443 -4.845 3.872 0.4272 -0.0067 0.6210
O 1.163 -4.212 3.617 0.0016 0.2346 0.0628
H 2.549 -5.712 1.376 0.1140 0.0640 -0.2812
H 3.107 -3.984 1.233 0.1810 -0.2952 -0.2169
H 1.363 -4.345 1.188 0.1039 -0.2738 -0.4116
H 3.243 -5.470 4.744 -0.4125 0.1289 -0.0251
H 3.862 -3.917 4.269 0.0860 0.0061 -0.0958
H 4.213 -5.373 3.312 -0.0584 0.2369 -0.2982
C -1.733 0.142 3.670 0.6449 -0.4006 0.4877
C -0.263 0.261 3.318 0.3654 0.7383 -0.0595
C 0.646 -0.924 3.509 0.0946 -0.5452 -0.1827
O 0.238 1.323 2.994 -0.3871 -0.1479 0.0347
H -1.767 0.144 4.766 -0.0350 0.0731 0.0306
H -2.115 -0.830 3.368 -0.1383 0.1341 -0.1945
H -2.326 0.978 3.315 0.0317 0.0363 -0.2049
H 1.193 -0.792 4.446 -0.3414 -0.1678 0.2379
H 1.451 -0.966 2.772 -0.2207 0.3558 -0.2800
H 0.132 -1.883 3.464 -0.0099 0.0294 0.3443
C -2.003 0.126 -3.016 0.3824 0.6488 -0.6241
C -3.223 1.007 -2.918 0.0087 -0.0382 0.4522
C -4.572 0.345 -3.114 -0.0592 -0.2324 0.0229
O -3.111 2.172 -2.617 -0.2709 0.1044 -0.1472
H -1.976 -0.627 -2.229 -0.0930 -0.0838 -0.0692
H -1.139 0.786 -2.946 0.0940 -0.1513 0.2966
H -1.939 -0.330 -4.008 -0.2401 -0.3208 0.1175
H -5.267 0.621 -2.321 0.1583 0.0426 0.1205
H -4.424 -0.735 -3.127 -0.2335 -0.0369 -0.0302
H -5.067 0.643 -4.039 0.2674 0.0747 -0.1290